Arrangement a

C4H7N3O in the gas phase. Source: OMol25; level of theory: ωB97M-V with the def2-TZVPD basis set.

The HOMO-LUMO gap comes out at 9.15 eV. Its charge is 0. As for the multiplicity: 1. Its lowest unoccupied orbital energy is 0.527 eV. As for the SMILES: [H]/N=c1/cc(O)[nH]n1C.

Each line ends with the Löwdin charge.
Element x y z (Å)
H (2.799, -0.964, -0.291)  0.09
N (1.975, -1.355, 0.280)  0.11
C (0.911, -0.763, -0.061)  -0.40
C (-0.548, -1.340, -0.178)  0.06
C (-1.341, -0.298, 0.032)  -0.47
O (-2.640, 0.025, 0.151)  0.00
N (-0.732, 0.950, 0.032)  0.05
N (0.623, 0.614, -0.461)  -0.14
C (1.630, 1.482, 0.121)  -0.11
H (-0.855, -2.451, -0.279)  0.14
H (-2.696, 1.009, -0.425)  0.24
H (-0.943, 1.470, 0.827)  0.11
H (1.671, 0.956, 1.196)  0.14
H (2.496, 1.195, -0.392)  0.02
H (1.678, 2.642, -0.289)  0.15

Arrangement b

C4H7N3O in the gas phase. Source: OMol25; level of theory: ωB97M-V with the def2-TZVPD basis set.

The HOMO-LUMO gap comes out at 9.76 eV. Its charge is 0. As for the multiplicity: 1. Its lowest unoccupied orbital energy is 0.868 eV. As for the SMILES: [H]/N=C1\NN[C@@H]2C[C@@]12O.

Each line ends with the Löwdin charge.
Element x y z (Å)
H (3.036, -0.136, -0.307)  0.05
N (2.277, -0.855, -0.274)  0.12
C (1.092, -0.221, -0.218)  -0.38
N (0.815, 1.117, 0.029)  0.00
N (-0.572, 1.415, 0.246)  -0.01
C (-1.006, 0.496, -0.711)  -0.26
C (-1.579, -0.845, -0.746)  0.01
C (-0.263, -0.709, -0.043)  -0.26
O (-0.713, -0.533, 1.434)  -0.01
H (1.398, 1.506, 0.899)  0.20
H (-0.906, 2.283, -0.309)  0.16
H (-0.513, 0.575, -1.586)  0.11
H (-1.823, -1.411, -1.643)  0.12
H (-2.109, -1.247, 0.114)  0.11
H (-0.481, -1.375, 1.664)  0.03

The winner here is arrangement a, beating the second structure by 2.201 eV.

Arrangement a

A molecular structure, C4H7N3O. Source: OMol25; level of theory: ωB97M-V with the def2-TZVPD basis set.

The HOMO-LUMO gap comes out at 9.34 eV. Its charge is 0. As for the multiplicity: 1. Its lowest unoccupied orbital energy is 0.400 eV.

Each line ends with the Löwdin charge.
Element x y z (Å)
C (-0.645, 0.565, 0.850)  -0.59
C (1.647, -0.263, 0.142)  -0.29
C (2.320, 0.002, -1.034)  -0.01
C (-0.264, -1.150, -0.868)  -0.23
H (0.927, 1.947, 0.763)  0.24
H (-1.042, 2.374, 1.489)  0.06
H (-2.153, -0.495, 0.505)  0.09
H (2.158, -0.646, 1.115)  0.14
H (1.831, 0.418, -2.086)  0.12
H (3.469, 0.362, -1.206)  0.10
H (0.486, -1.769, -1.254)  0.10
N (-0.309, 1.796, 1.227)  0.08
N (-1.858, 0.512, 0.759)  0.12
N (0.307, -0.548, 0.417)  0.00
O (-1.375, -1.179, -1.335)  0.07

Arrangement b

A molecular structure, C4H7N3O. Source: OMol25; level of theory: ωB97M-V with the def2-TZVPD basis set.

The HOMO-LUMO gap comes out at 8.09 eV. Its charge is 0. As for the multiplicity: 1. Its lowest unoccupied orbital energy is -0.158 eV.

Each line ends with the Löwdin charge.
Element x y z (Å)
C (-0.326, 0.161, 0.539)  -0.36
C (1.263, -0.326, -1.402)  -0.35
C (-1.467, -0.633, 0.071)  -0.16
C (-1.611, -0.906, -1.127)  -0.01
H (1.572, 0.569, 2.254)  0.23
H (0.222, 2.125, 2.764)  0.11
H (1.253, 1.258, -0.239)  0.18
H (1.124, -1.586, -1.647)  0.18
H (-1.926, -0.850, 0.966)  0.09
H (-0.753, -1.035, -1.909)  0.08
H (-2.445, -1.690, -1.365)  0.11
N (0.677, 1.536, 1.932)  -0.15
N (-0.557, 1.132, 1.471)  -0.05
N (0.931, 0.206, -0.067)  0.06
O (2.043, 0.040, -2.241)  0.04

The winner here is arrangement a, beating the second structure by 1.392 eV.

Arrangement a

C4H7N3O in the gas phase. Source: OMol25; level of theory: ωB97M-V with the def2-TZVPD basis set.

The HOMO-LUMO gap comes out at 9.33 eV. Its charge is 0. As for the multiplicity: 1. Its lowest unoccupied orbital energy is 0.678 eV. As for the SMILES: N[C@@H]1[C@H]2NN=CO[C@H]12.

Each line ends with the Löwdin charge.
Element x y z (Å)
N (0.678, 2.065, -1.190)  -0.05
C (0.593, 1.620, 0.190)  -0.24
C (1.005, 0.028, -0.073)  -0.16
N (1.038, -1.264, 0.620)  -0.05
N (-0.244, -2.015, 0.378)  0.06
C (-1.280, -1.437, 0.050)  -0.14
O (-1.522, 0.023, -0.056)  0.02
C (-0.413, 0.533, 0.378)  -0.40
H (-0.338, 2.597, -1.699)  0.21
H (1.647, 2.647, -1.026)  0.14
H (0.932, 2.131, 1.026)  0.10
H (1.047, -0.168, -1.155)  0.12
H (1.665, -1.997, 0.076)  0.15
H (-2.145, -1.959, -0.154)  0.10
H (-0.362, 0.594, 1.461)  0.15

Arrangement b

A molecular structure, C4H7N3O. Source: OMol25; level of theory: ωB97M-V with the def2-TZVPD basis set.

The HOMO-LUMO gap comes out at 7.85 eV. Its charge is 0. As for the multiplicity: 1. Its lowest unoccupied orbital energy is 0.692 eV.

Each line ends with the Löwdin charge.
Element x y z (Å)
C (-2.516, -0.049, 0.661)  -0.08
C (-0.173, -0.462, -0.306)  -0.31
C (1.800, -0.744, 0.298)  -0.31
C (0.582, 0.709, -0.010)  -0.46
H (-3.492, -0.505, 0.382)  0.07
H (-2.281, 1.130, 0.732)  0.12
H (-2.094, -0.535, 1.555)  0.06
H (-1.881, 0.165, -1.261)  0.10
H (0.532, -2.416, -0.533)  0.17
H (2.496, -1.572, 0.832)  0.16
H (0.909, 2.605, -0.711)  0.24
N (-1.624, -0.537, -0.537)  -0.06
N (0.690, -1.424, -0.304)  0.13
N (1.822, 0.409, 0.383)  0.16
O (0.179, 1.908, -0.206)  0.02

Arrangement c

2 unconnected molecules or ions with the total composition C4H7N3O. Source: OMol25; level of theory: ωB97M-V with the def2-TZVPD basis set.

The HOMO-LUMO gap comes out at 8.75 eV. Its charge is 0. As for the multiplicity: 1. Its lowest unoccupied orbital energy is -0.536 eV. As for the SMILES: [H]/N=C/C=O.CN=C=N.

Each line ends with the Löwdin charge.
Element x y z (Å)
H (0.000, 3.317, -0.759)  0.08
N (0.287, 2.573, -0.127)  0.11
C (1.512, 2.292, -0.107)  -0.17
C (1.976, 1.205, 0.798)  -0.25
O (3.119, 0.846, 0.870)  0.07
H (2.296, 2.772, -0.702)  0.12
H (1.168, 0.756, 1.400)  0.11
C (-1.229, -3.007, -0.519)  -0.13
N (-1.698, -1.667, -0.512)  0.02
C (-1.468, -0.647, 0.083)  -0.34
N (-1.547, 0.396, 0.685)  0.15
H (-0.136, -3.059, -0.537)  0.08
H (-1.591, -3.547, 0.360)  0.08
H (-1.623, -3.489, -1.414)  0.07
H (-1.066, 1.257, 0.482)  -0.01

The winner here is arrangement c, beating the second structure by 2.016 eV.

Arrangement a

C4H7N3O in the gas phase. Source: OMol25; level of theory: ωB97M-V with the def2-TZVPD basis set.

The HOMO-LUMO gap comes out at 8.69 eV. Its charge is 0. As for the multiplicity: 1. Its lowest unoccupied orbital energy is 0.589 eV. As for the SMILES: [H]/N=c1/ccn(C)n1O.

Each line ends with the Löwdin charge.
Element x y z (Å)
H (2.416, -1.138, 0.507)  0.08
N (2.320, -0.107, 0.297)  0.16
C (1.172, 0.275, 0.221)  -0.51
C (0.680, 1.550, 0.001)  -0.04
C (-0.591, 1.409, -0.490)  -0.04
N (-0.963, 0.060, -0.232)  -0.21
C (-2.312, -0.208, 0.513)  -0.03
N (0.092, -0.633, 0.226)  -0.15
O (0.174, -1.712, -0.606)  0.04
H (1.231, 2.533, -0.112)  0.13
H (-1.244, 2.375, -0.634)  0.16
H (-2.133, -1.359, 0.691)  0.09
H (-2.543, 0.330, 1.485)  0.07
H (-3.123, 0.082, -0.485)  0.16
H (0.167, -2.518, -0.110)  0.09

Arrangement b

2 unconnected molecules or ions with the total composition C4H7N3O. Source: OMol25; level of theory: ωB97M-V with the def2-TZVPD basis set.

The HOMO-LUMO gap comes out at 9.24 eV. Its charge is 0. As for the multiplicity: 1. Its lowest unoccupied orbital energy is 0.726 eV. As for the SMILES: C=C/C=N/N.N=C=O.

Each line ends with the Löwdin charge.
Element x y z (Å)
C (1.515, 1.573, 0.754)  -0.01
C (2.137, 0.386, 0.670)  -0.19
C (1.480, -0.797, 0.160)  -0.22
N (0.357, -0.605, -0.384)  -0.05
N (-0.550, -1.633, -0.759)  0.00
H (0.483, 1.663, 0.464)  0.03
H (1.916, 2.616, 1.077)  0.09
H (3.116, 0.117, 1.131)  0.10
H (1.877, -1.828, 0.332)  0.12
H (-1.175, -1.267, -1.493)  0.07
H (-0.172, -2.549, -1.124)  0.10
N (-2.959, 0.937, -0.780)  0.20
C (-2.759, 0.210, 0.147)  -0.46
O (-2.620, -0.623, 0.934)  0.15
H (-2.646, 1.800, -1.128)  0.07

The winner here is arrangement b, beating the second structure by 2.876 eV.

Arrangement a

C4H7N3O in the gas phase. Source: OMol25; level of theory: ωB97M-V with the def2-TZVPD basis set.

The HOMO-LUMO gap comes out at 9.78 eV. Its charge is 0. As for the multiplicity: 1. Its lowest unoccupied orbital energy is 0.493 eV. As for the SMILES: [H]/N=C(/N=C/C)C(N)=O.

Each line ends with the Löwdin charge.
Element x y z (Å)
H (-0.610, 1.277, -2.801)  0.06
N (0.107, 1.262, -2.078)  0.17
C (-0.261, 0.623, -1.039)  -0.42
N (-0.047, 0.920, 0.277)  0.14
C (1.088, 0.419, 0.595)  -0.20
C (1.425, 0.215, 2.033)  -0.07
C (-1.588, -0.218, -1.037)  -0.51
N (-1.390, -1.483, -0.604)  0.17
O (-2.637, 0.212, -1.439)  0.08
H (1.937, 0.221, -0.075)  0.13
H (2.256, 0.861, 2.302)  0.08
H (0.581, 0.468, 2.663)  0.08
H (1.743, -0.815, 2.236)  0.08
H (-2.096, -2.175, -0.804)  0.11
H (-0.509, -1.788, -0.228)  0.10

Arrangement b

A molecular structure, C4H7N3O. Source: OMol25; level of theory: ωB97M-V with the def2-TZVPD basis set.

The HOMO-LUMO gap comes out at 8.79 eV. Its charge is 0. As for the multiplicity: 1. Its lowest unoccupied orbital energy is 0.510 eV.

Each line ends with the Löwdin charge.
Element x y z (Å)
C (-2.449, -0.408, 0.284)  -0.37
C (-0.196, 0.273, -0.174)  -0.48
C (2.037, 0.427, -0.137)  -0.16
C (1.625, -0.949, 0.201)  -0.10
H (-4.001, 1.097, -0.763)  0.16
H (-2.448, -1.655, 0.711)  0.18
H (0.815, 2.254, 0.277)  0.22
H (2.219, 0.570, -1.121)  0.08
H (2.936, 0.816, 0.357)  0.13
H (1.623, -1.353, 1.210)  0.13
H (1.945, -1.693, -0.558)  0.14
N (-3.673, 0.015, -0.072)  -0.07
N (-1.454, 0.482, -0.068)  0.05
N (0.776, 1.129, 0.248)  0.08
O (0.244, -1.006, -0.397)  -0.01

The winner here is arrangement a, beating the second structure by 3.424 eV.

Arrangement a

A molecular structure, C4H13N2S. Source: OMol25; level of theory: ωB97M-V with the def2-TZVPD basis set.

The HOMO-LUMO gap comes out at 10.90 eV. Its charge is +1. As for the multiplicity: 1. Its lowest unoccupied orbital energy is -3.000 eV.

Each line ends with the Löwdin charge.
Element x y z (Å)
C (1.217, -1.146, -1.619)  -0.07
C (-0.311, -1.010, 1.353)  -0.01
C (0.137, -0.190, -1.166)  -0.23
C (-0.649, 1.588, 0.749)  -0.63
N (-1.878, 1.554, 1.272)  0.06
N (0.244, -0.100, 0.311)  -0.12
S (0.464, 2.488, 1.791)  0.88
H (1.719, -0.880, -2.654)  0.13
H (2.005, -1.260, -0.758)  0.11
H (0.734, -2.123, -1.707)  0.07
H (-1.290, -1.084, 1.243)  0.05
H (0.160, -1.929, 1.392)  0.09
H (-0.243, -0.551, 2.260)  0.06
H (-0.776, -0.544, -1.415)  0.10
H (0.322, 0.794, -1.512)  0.10
H (-0.559, 1.951, -0.277)  0.10
H (-2.696, 1.136, 0.826)  0.14
H (-1.923, 1.487, 2.305)  0.12
H (1.278, 0.148, 0.607)  0.17
H (1.439, 2.597, 0.899)  -0.11

Arrangement b

A gas-phase ion, C4H13N2S (charge +1). Source: OMol25; level of theory: ωB97M-V with the def2-TZVPD basis set.

The HOMO-LUMO gap comes out at 10.35 eV. Its charge is +1. As for the multiplicity: 1. Its lowest unoccupied orbital energy is -2.983 eV. As for the SMILES: C[NH2+][C@@](C)(N)CS.

Each line ends with the Löwdin charge.
Element x y z (Å)
C (0.782, 2.214, -0.030)  0.02
N (0.044, 1.012, -0.621)  0.05
C (0.197, -0.318, 0.125)  -0.62
C (0.135, -1.514, -0.863)  -0.01
N (1.328, -0.269, 0.810)  0.10
C (-1.213, -0.383, 1.005)  -0.48
S (-2.699, -0.129, 0.059)  0.80
H (0.885, 2.980, -0.775)  0.10
H (0.530, 2.677, 0.900)  0.10
H (1.774, 1.803, 0.166)  0.09
H (0.491, 0.824, -1.522)  0.17
H (-0.887, 1.377, -0.758)  0.10
H (0.191, -2.374, -0.247)  0.08
H (-0.616, -1.670, -1.596)  0.07
H (1.173, -1.472, -1.405)  0.13
H (2.063, -0.826, 0.373)  0.13
H (1.379, -0.193, 1.797)  0.12
H (-1.243, -1.433, 1.298)  0.07
H (-1.142, 0.096, 2.004)  0.10
H (-2.644, -1.355, -0.510)  -0.10

The winner here is arrangement b, beating the second structure by 0.966 eV.